Below is a gas-phase ion, C3H6O3P (charge -1) at a distorted geometry, with properties calculated with wB97M-V/def2-TZVPD.

Properties
Total energy: -685.01679 a.u.
LUMO energy: 4.13 eV
Charge: -1
Kohn-Sham gap: 7.35 eV

Geometry as XYZ:
```
13
C3H6O3P wB97M-V/def2-TZVPD
P 1.72074 0.63510 0.31031
O 0.90173 0.04735 -1.22647
O 1.78209 2.11642 0.25745
O 0.71805 -2.13933 -0.23969
C -0.21615 -1.36723 0.42266
C 0.06980 0.02417 -0.12065
C -1.03707 1.07588 -0.07550
H -1.65795 0.92637 -0.97115
H -1.26781 -1.56478 0.14069
H -0.01963 -1.31934 1.55329
H -1.47648 0.96293 0.85110
H 1.08888 -1.50449 -0.80087
H -0.60621 2.10694 -0.10117
```